Record 1
145
Properties=species:S:1:pos:R:3:forces:R:3 method="wB97M-V/def2-TZVPD" homo_lumo_gap_ev=7.4 multiplicity=1 e_lumo_ev=-4.49 total_charge=+1
C 11.51115 3.49451 -1.87390 -0.38 -0.66 0.10
C 11.16844 3.43630 -3.36075 0.17 0.26 0.31
Cl 11.53362 1.81171 -4.01941 -0.05 0.03 0.04
C 9.75655 3.84862 -3.74754 0.64 -0.56 -0.34
N 8.64211 2.98007 -3.22456 -0.96 0.76 -0.20
C 8.02615 3.31989 -2.05048 0.16 -0.14 0.18
N 8.52496 2.79626 -0.95327 0.15 0.05 -0.29
N 6.87479 4.10534 -1.99242 0.56 -0.15 -0.10
C 5.69528 3.37153 -1.42263 -0.60 -0.52 -0.16
C 4.77088 2.78597 -2.50814 -0.08 0.50 0.40
C 3.76180 3.86177 -2.93495 0.28 0.13 0.19
N 2.63790 3.91286 -2.00877 0.07 -0.39 -0.26
P 7.03273 5.58038 -0.99347 -0.58 0.47 0.49
O 5.78962 6.42902 -1.57533 0.82 -0.25 -0.14
Cl 8.66449 6.54099 -1.82004 -0.17 -0.24 -0.15
H 11.27137 2.53229 -1.41550 0.07 0.03 0.03
H 10.92084 4.24409 -1.34655 0.21 0.29 -0.10
H 12.57392 3.64958 -1.71381 0.00 0.14 -0.03
H 11.84424 4.11579 -3.87922 -0.15 0.03 -0.18
H 9.69433 3.75043 -4.82984 -0.12 -0.07 0.02
H 9.58542 4.89953 -3.52841 -0.01 -0.07 0.25
H 7.92256 2.98940 -3.94297 0.07 0.03 -0.01
H 8.40838 3.22978 -0.04598 -0.40 -0.31 0.06
H 9.08598 1.95989 -1.04942 0.44 0.31 0.13
H 5.98500 2.58869 -0.72024 0.33 0.10 -0.01
H 5.09943 4.08386 -0.84550 0.12 0.04 0.08
H 5.32788 2.39342 -3.36057 0.13 0.04 0.06
H 4.24988 1.95792 -2.02915 -0.14 -0.05 -0.25
H 4.31555 4.81282 -2.94041 -0.04 0.02 -0.37
H 3.39437 3.68634 -3.94464 -0.08 -0.09 0.03
H 1.93024 4.56168 -2.32323 0.00 0.06 0.13
H 2.92912 4.16162 -1.07248 -0.15 0.09 0.03
H 5.93476 6.66848 -2.50635 -0.33 0.10 0.01
C -0.93329 2.37932 2.73570 0.41 -0.20 -0.01
C -0.68094 1.90339 1.32173 -0.65 0.02 0.10
O 0.72053 1.99223 0.97034 0.20 -0.03 -0.06
C 1.49435 1.02256 1.42135 -0.44 0.14 0.02
O 1.17937 0.08957 2.09617 0.19 -0.08 -0.02
C 2.92838 1.23325 0.90480 0.34 0.03 0.00
F 3.33435 2.51008 1.04316 -0.04 0.05 -0.02
F 3.00963 0.93002 -0.39995 -0.09 -0.07 0.00
F 3.80014 0.46931 1.55303 -0.07 -0.05 0.05
H -0.54713 3.38486 2.86742 -0.06 0.09 -0.07
H -2.00093 2.37666 2.94788 -0.02 0.03 -0.05
H -0.43462 1.73459 3.45992 -0.08 -0.06 -0.01
H -1.19782 2.53823 0.60615 0.20 0.03 -0.11
H -1.03066 0.88302 1.16931 0.18 -0.06 0.02
C 1.44582 0.37161 -3.80205 -0.16 -0.10 0.45
C 0.43458 1.11026 -4.64820 0.55 0.10 -0.21
O -0.89780 0.61549 -4.40527 -0.19 0.04 0.01
C -1.49019 1.07760 -3.31524 0.34 0.07 -0.19
O -1.04055 1.86319 -2.53455 -0.15 0.01 0.15
C -2.89904 0.47502 -3.19964 -0.44 -0.27 0.19
F -2.88598 -0.84833 -3.40967 0.12 0.10 -0.02
F -3.71791 1.02667 -4.10766 0.14 0.13 0.05
F -3.41571 0.68999 -1.99514 0.12 0.10 0.01
H 1.36524 -0.69848 -3.96990 0.09 0.18 0.06
H 2.45882 0.69446 -4.04619 -0.02 0.01 -0.07
H 1.27788 0.55053 -2.73944 0.03 0.18 -0.03
H 0.62182 0.93744 -5.70608 -0.19 -0.12 -0.01
H 0.46792 2.18620 -4.47770 -0.15 -0.02 0.15
C -1.22136 4.29010 8.90720 -0.04 -0.16 -0.23
C -1.67408 5.62496 8.35809 0.11 0.02 0.50
O -1.73509 5.60748 6.91339 -0.05 0.03 -0.16
C -2.80672 5.04467 6.38538 0.12 0.07 0.37
O -3.72458 4.55174 6.97378 0.08 0.14 -0.19
C -2.74283 5.13745 4.85104 -0.05 -0.03 -0.29
F -1.53728 4.78099 4.38703 -0.04 0.13 0.17
F -2.98569 6.38987 4.45220 0.02 0.05 0.06
F -3.64896 4.34160 4.29222 -0.03 -0.04 0.06
H -0.26536 4.00213 8.46870 0.04 0.06 0.07
H -1.10825 4.35031 9.98867 0.00 0.04 0.00
H -1.94163 3.50477 8.68045 -0.05 0.04 0.06
H -0.95679 6.40451 8.60331 0.03 0.03 -0.18
H -2.64118 5.92175 8.76146 -0.08 -0.07 -0.14
C 0.44419 -7.12230 -5.61625 0.26 0.09 -0.15
C -0.15504 -5.85046 -5.05953 -0.32 -0.44 0.11
O 0.78480 -4.75318 -5.12518 0.07 0.19 -0.03
C 0.89877 -4.16511 -6.30579 -0.27 -0.29 0.15
O 0.31351 -4.43606 -7.30962 0.09 0.12 -0.09
C 1.89848 -3.00118 -6.20797 0.34 0.25 -0.12
F 3.01572 -3.34877 -5.56183 0.01 -0.10 0.08
F 1.35439 -1.96627 -5.53719 -0.13 -0.28 -0.22
F 2.24585 -2.55945 -7.41027 -0.10 -0.05 -0.07
H 1.37696 -7.36210 -5.10433 -0.06 -0.03 0.08
H -0.24942 -7.95229 -5.48948 -0.03 0.02 0.03
H 0.66712 -7.02059 -6.67770 -0.10 0.00 -0.02
H -0.38842 -5.96677 -4.00362 0.14 0.15 0.04
H -1.07454 -5.57645 -5.57535 0.10 0.10 -0.12
C 7.66829 -3.37564 -4.39888 -0.13 -0.15 -0.20
C 7.58455 -4.18132 -3.12000 0.24 0.41 0.08
O 6.67094 -5.28422 -3.25068 -0.07 -0.13 0.00
C 7.15003 -6.35726 -3.87276 0.14 0.30 0.12
O 8.24783 -6.48664 -4.32320 -0.03 -0.11 -0.05
C 6.08230 -7.46452 -3.89571 -0.17 -0.26 -0.08
F 4.89056 -6.98670 -4.27004 -0.01 0.07 0.00
F 5.95195 -7.99614 -2.67414 0.02 0.06 0.06
F 6.42580 -8.43142 -4.73544 0.07 0.03 -0.03
H 6.67573 -3.04255 -4.70572 0.00 0.06 0.07
H 8.30623 -2.50304 -4.25608 0.00 -0.01 0.04
H 8.07994 -3.97113 -5.21246 0.08 0.00 0.04
H 7.18702 -3.57251 -2.31002 -0.15 -0.12 0.01
H 8.56293 -4.54730 -2.81017 -0.02 -0.14 -0.10
C -5.76477 2.20567 7.72465 0.06 -0.23 0.05
C -7.11176 2.66618 8.23274 0.26 0.36 -0.21
O -7.95412 1.54894 8.59084 -0.12 -0.09 0.09
C -7.71815 0.99934 9.77148 0.14 0.30 -0.18
O -6.89238 1.33145 10.56905 -0.04 -0.11 0.09
C -8.71262 -0.15006 10.01032 -0.14 -0.24 0.09
F -8.81238 -0.94248 8.93548 0.08 0.24 -0.01
F -9.92963 0.33741 10.27816 -0.01 0.07 -0.03
F -8.33328 -0.90095 11.03978 0.07 0.03 0.01
H -5.89007 1.51168 6.89173 -0.03 0.07 -0.04
H -5.17468 3.05945 7.38939 -0.19 -0.16 0.05
H -5.20819 1.68624 8.50538 -0.01 0.07 0.04
H -7.65507 3.19400 7.45215 -0.13 -0.13 0.01
H -7.01436 3.33762 9.08507 -0.01 -0.13 0.10
C -9.73939 -3.71110 8.55654 -0.19 -0.32 -0.31
C -10.41919 -4.77693 9.38774 0.30 0.26 0.26
O -11.52116 -5.37986 8.67840 -0.10 -0.11 -0.05
C -11.20078 -6.30611 7.78719 0.18 0.19 0.25
O -10.10260 -6.69242 7.51644 -0.05 -0.08 -0.09
C -12.48164 -6.87131 7.14713 -0.14 -0.06 -0.15
F -13.31978 -5.89311 6.79102 0.00 0.03 0.00
F -13.11566 -7.66597 8.01829 0.00 -0.01 0.06
F -12.19085 -7.58535 6.06596 0.05 -0.02 0.00
H -10.46140 -2.96332 8.23009 0.01 0.06 0.11
H -8.96390 -3.22840 9.13917 0.05 0.00 0.09
H -9.28371 -4.14447 7.66610 0.04 -0.04 0.05
H -10.85851 -4.34081 10.28233 -0.17 -0.05 -0.06
H -9.71935 -5.54970 9.70394 -0.04 -0.09 -0.14
C -3.91344 -0.32330 -6.97794 -0.08 -0.10 -0.25
C -4.57926 -1.26333 -5.99498 0.35 0.27 0.07
O -5.71433 -1.91723 -6.59593 -0.10 -0.13 -0.01
C -5.43875 -2.94808 -7.38259 0.19 0.20 0.22
O -4.35578 -3.38721 -7.63357 -0.05 -0.10 -0.07
C -6.74814 -3.55557 -7.91720 -0.15 -0.07 -0.15
F -7.57702 -2.60688 -8.36170 0.00 0.03 0.00
F -7.36959 -4.22814 -6.94022 0.01 0.00 0.06
F -6.50223 -4.39716 -8.91332 0.05 -0.02 0.00
H -4.63588 0.39536 -7.36670 0.01 0.05 0.10
H -3.10203 0.21809 -6.49421 0.00 -0.01 0.03
H -3.50447 -0.87131 -7.82630 0.05 -0.04 0.06
H -4.97162 -0.71323 -5.14707 -0.26 -0.08 -0.05
H -3.87953 -2.00594 -5.61413 -0.06 -0.13 -0.13



Record 2
128
Properties=species:S:1:pos:R:3:forces:R:3 method="wB97M-V/def2-TZVPD" smiles="CCOC(C)=O.O=C1OCCO1.O=C1OCCO1.O=C1OCCO1.O=C1OCCO1.O=C1OCCO1.O=C1OCCO1.O=C1OCCO1.O=C1OCCO1.O=C1OCCO1.CCCC#N.CCCC#N" homo_lumo_gap_ev=10.1 multiplicity=1 e_lumo_ev=-0.04
C 18.29377 -6.66731 34.41661 -0.56 0.48 0.11
C 18.97405 -6.54346 33.05156 0.85 -0.14 1.09
O 18.09941 -7.24016 32.17792 -0.26 -0.41 -1.52
C 18.47845 -7.73213 30.98762 2.60 -0.91 -2.15
C 17.30578 -8.19791 30.06902 0.61 0.58 0.07
O 19.66752 -7.87012 30.56897 -3.73 0.89 1.99
H 17.99900 -7.69376 34.63480 0.28 -0.13 -0.24
H 17.35690 -6.11018 34.41687 -0.07 0.08 -0.14
H 18.83388 -6.30674 35.29202 0.46 0.08 -0.35
H 19.15144 -5.53120 32.68829 -0.59 0.22 0.09
H 19.98859 -6.94024 33.08892 -0.12 -0.67 -0.23
H 17.58796 -9.12688 29.57354 -0.15 -0.36 0.69
H 17.23241 -7.57612 29.17678 0.38 0.69 0.19
H 16.29631 -8.16912 30.47918 0.33 -0.41 0.44
O 17.84844 -8.79323 40.31728 3.65 -0.52 1.65
C 18.90654 -9.14868 40.86750 -4.40 -0.83 -2.57
O 19.77559 -10.01018 40.31630 -0.12 0.31 -1.33
C 20.95517 -10.11735 41.11184 -1.61 0.62 0.48
C 20.36810 -9.67770 42.48587 1.69 -0.42 -0.10
O 19.19691 -8.99484 42.13188 -0.35 1.14 1.51
H 21.21073 -11.17183 41.00760 0.83 0.45 0.27
H 21.61032 -9.32170 40.75711 0.72 -0.71 -0.08
H 21.03287 -8.96315 42.97124 -0.03 -0.17 0.16
H 20.18387 -10.52262 43.14940 -0.36 0.12 -0.01
O 27.31052 -14.10683 29.11343 -2.40 1.31 -0.90
C 26.20165 -13.83190 28.65928 2.65 -1.67 4.76
O 25.13114 -13.44478 29.41461 0.22 0.26 0.93
C 24.07504 -13.05870 28.55112 0.08 0.58 -0.57
C 24.47765 -13.71048 27.24978 -0.25 0.50 -0.89
O 25.80712 -14.11557 27.49717 -0.20 -1.02 -4.15
H 23.08755 -13.47058 28.75926 0.22 0.36 1.03
H 24.11057 -11.96966 28.52226 -0.55 -0.01 -0.11
H 24.54338 -13.06154 26.37648 -0.43 0.09 0.11
H 23.78657 -14.52887 27.04791 0.60 -0.38 -0.22
O 24.66171 -6.46377 35.86144 0.35 -2.05 -4.90
C 24.70578 -6.90841 34.67547 -0.60 0.33 4.29
O 24.59590 -8.19355 34.29294 -0.37 -1.89 1.33
C 24.48168 -8.36001 32.88921 -0.07 -0.45 -0.71
C 24.66814 -6.97987 32.38609 0.45 1.51 -0.62
O 24.83048 -6.21778 33.59376 0.19 2.85 -1.69
H 25.22512 -9.02059 32.44308 0.25 -0.20 0.73
H 23.52068 -8.73305 32.53505 -0.25 -0.20 0.81
H 23.83881 -6.59806 31.79066 -0.23 0.13 0.44
H 25.54251 -6.83531 31.75153 0.23 -0.03 0.32
O 20.89961 -0.90309 31.39479 -2.44 2.96 -0.20
C 20.12325 0.06517 31.48266 6.20 -1.64 0.48
O 18.88432 0.01838 31.70181 -3.85 -2.14 -0.41
C 18.25393 1.26171 31.68087 -0.62 0.96 1.57
C 19.42907 2.19776 31.88265 0.01 0.73 -0.81
O 20.55158 1.37091 31.56058 0.05 -0.25 -0.32
H 17.66046 1.48141 30.79339 0.30 -0.46 -0.25
H 17.59144 1.26889 32.54641 -0.15 0.10 -0.14
H 19.52619 2.64285 32.87289 0.07 -0.38 0.09
H 19.33370 3.00750 31.15923 0.44 0.10 0.03
O 18.60950 0.99619 37.04273 2.20 -2.55 1.61
C 19.42684 0.19063 37.51123 -3.39 1.66 -1.09
O 20.68544 0.16574 37.20227 1.98 2.45 -2.39
C 21.43051 -0.81881 37.79120 -0.17 -1.90 2.02
C 20.39387 -1.31987 38.83693 1.91 -1.14 -0.04
O 19.18080 -0.82980 38.35920 -1.34 0.52 0.15
H 21.68951 -1.65847 37.14623 -0.14 0.37 -0.61
H 22.35535 -0.48820 38.26393 -0.18 0.52 -0.19
H 20.62174 -0.97164 39.84436 -0.29 0.06 0.02
H 20.44460 -2.40718 38.77968 -0.59 0.02 0.47
O 19.45601 -12.36660 25.60636 -0.16 0.34 -0.50
C 19.44847 -11.90532 24.49417 0.59 -1.21 2.82
O 19.64735 -10.66260 24.20097 0.96 3.60 -0.28
C 19.71623 -10.41186 22.76762 -0.56 -0.28 0.89
C 19.21234 -11.76533 22.31101 -1.57 0.52 -2.20
O 19.31395 -12.60598 23.41568 0.16 -2.42 -1.76
H 19.06585 -9.55769 22.57925 -0.15 -0.29 -0.17
H 20.70408 -10.14106 22.39488 0.27 -0.27 0.58
H 19.63908 -12.13588 21.37898 0.74 -0.36 0.51
H 18.15387 -11.74194 22.05180 -0.25 0.37 0.11
O 15.25898 -12.21512 32.24970 4.36 -2.04 1.45
C 16.29103 -12.69576 32.77751 -2.85 1.35 -2.25
O 16.43645 -12.82848 34.07136 -0.29 0.59 2.83
C 17.79710 -13.07691 34.44205 0.43 -1.45 -1.27
C 18.25459 -13.77860 33.15908 1.31 0.84 0.95
O 17.43367 -13.16759 32.18902 -0.91 0.03 -1.29
H 18.41611 -12.19091 34.58318 -0.65 0.36 0.21
H 17.93019 -13.78066 35.26370 -0.69 0.43 0.28
H 18.23406 -14.86710 33.21227 -0.67 0.00 -0.36
H 19.29612 -13.49226 33.01307 -0.03 -0.08 -0.56
O 13.26537 -4.99660 31.72046 1.32 0.59 -2.71
C 13.72929 -4.43993 30.72798 -5.84 -2.56 2.45
O 14.65056 -3.59324 30.74055 3.99 1.81 0.72
C 14.94375 -3.20755 29.43523 0.90 2.35 -1.31
C 13.62396 -3.41667 28.70768 1.91 0.91 -0.73
O 13.09054 -4.40287 29.49361 -1.12 -2.22 1.13
H 15.27289 -2.16903 29.47046 -0.19 0.09 0.03
H 15.78024 -3.72073 28.96085 -0.10 -0.69 0.43
H 13.89617 -3.74493 27.70456 -0.65 -0.22 -0.11
H 13.00741 -2.51879 28.66555 -0.19 -0.07 0.10
O 14.41573 -6.40419 22.93183 -2.33 1.38 -1.32
C 13.57087 -5.77017 22.29764 4.37 -2.81 0.81
O 13.23986 -6.05433 21.03308 -1.38 -0.35 -0.58
C 12.24000 -5.08324 20.60962 1.00 -0.48 -1.35
C 12.00378 -4.33345 21.84002 -2.71 1.57 0.79
O 13.04030 -4.64992 22.67590 0.60 1.40 2.10
H 12.72233 -4.45310 19.86237 -0.14 -0.22 -0.26
H 11.30748 -5.51112 20.24160 0.44 -0.42 -0.21
H 11.08850 -4.64633 22.34250 -0.26 -0.11 -0.05
H 11.88740 -3.26019 21.68938 0.43 0.03 0.06
C 10.52077 -1.11572 38.32722 -0.29 1.49 -0.68
C 11.89354 -0.81615 37.72077 0.08 -2.87 -0.57
C 12.79038 -2.16606 37.50454 -0.01 1.96 0.25
C 12.91346 -2.92727 38.72617 0.41 -2.32 4.52
N 12.94941 -3.55761 39.73520 -0.15 2.44 -3.91
H 9.87093 -1.70657 37.68170 0.39 -0.50 0.03
H 10.05903 -0.13251 38.23675 -0.50 0.14 0.63
H 10.45699 -1.45232 39.36199 0.37 -0.06 -0.17
H 12.47196 -0.08479 38.28525 0.01 -0.31 0.21
H 11.75853 -0.40097 36.72203 -0.05 0.02 -0.01
H 13.72771 -1.70651 37.19098 0.46 -0.63 0.18
H 12.54913 -2.93247 36.76799 -0.73 0.62 -0.47
C 20.03533 -2.49174 25.29465 -0.49 -0.03 -0.38
C 20.35662 -3.99429 25.26937 0.56 0.88 -0.37
C 21.24635 -4.35953 24.06857 0.31 -0.05 0.23
C 20.65699 -4.18114 22.74548 -0.31 -0.40 0.36
N 20.21860 -4.07366 21.69333 -0.16 0.14 -0.36
H 19.32995 -2.23959 24.50285 -0.28 -0.05 0.08
H 20.88598 -1.84677 25.07437 0.40 -0.32 0.16
H 19.63578 -2.15351 26.25071 -0.13 -0.17 -0.03
H 19.48663 -4.64810 25.20804 -0.22 0.30 0.26
H 20.90651 -4.22518 26.18173 0.03 -0.28 -0.08
H 21.54637 -5.39789 24.20966 0.10 -0.06 -0.38
H 22.15243 -3.75733 24.00177 0.18 0.03 0.51